Computed, not measured: one molecule with the formula C6H6, with ωB97M-V/def2-TZVPD.

The frontier orbital gap is 10.59 eV. The value obtained for the HOMO energy is -9.40 eV.

Structure (XYZ):
```
12
Properties=species:S:1:pos:R:3:forces:R:3:mulliken_charge:R:1
C 0.68860 0.29175 1.17327 -0.08 -0.36 -0.25 -0.36
C 0.85089 -0.93260 0.53812 0.17 0.00 -0.12 -0.32
C 0.16175 -1.22402 -0.63562 0.27 -0.01 0.39 -0.37
C -0.70172 -0.28144 -1.16198 -0.06 -0.09 -0.16 -0.34
C -0.86042 0.95096 -0.53323 -0.25 -0.28 -0.34 -0.34
C -0.17445 1.24110 0.63061 0.27 0.11 0.36 -0.35
H 1.24662 0.44695 2.08376 -0.04 0.35 0.10 0.35
H 1.55903 -1.65139 0.93971 -0.15 0.02 0.02 0.33
H 0.32363 -2.18533 -1.10756 -0.13 0.07 -0.10 0.35
H -1.24760 -0.51862 -2.07050 0.01 0.16 0.10 0.34
H -1.55154 1.65621 -0.97237 0.03 0.18 0.08 0.35
H -0.29479 2.20644 1.11579 -0.03 -0.15 -0.07 0.34
```
Forces are in eV/Å.

***

Computed, not measured: one molecule with the formula C6H6, with ωB97M-V/def2-TZVPD.

The frontier orbital gap is 10.49 eV. The value obtained for the HOMO energy is -9.52 eV.

Structure (XYZ):
```
12
Properties=species:S:1:pos:R:3:forces:R:3:mulliken_charge:R:1
C -0.67944 1.81095 -2.11926 0.36 -0.06 0.27 0.07
C 0.11439 1.56745 -1.24834 -0.33 0.22 -0.37 -0.43
C 0.99375 1.21484 -0.12418 0.04 0.18 -0.06 -0.44
C 1.03486 -0.24611 0.05021 -0.53 -0.35 0.43 -0.01
C 0.48165 -1.23056 0.46804 0.17 0.56 -0.12 0.06
C -0.54338 -1.98995 1.17200 -0.09 -0.18 0.07 -0.96
H -1.37275 2.02193 -2.90423 0.15 -0.03 0.16 0.39
H 1.95985 1.71952 -0.17685 -0.02 -0.13 -0.18 0.30
H 0.50626 1.55020 0.80214 0.19 0.26 -0.20 0.20
H -0.55650 -1.63095 2.20690 -0.07 -0.24 -0.08 0.26
H -1.49787 -1.71522 0.70966 0.04 -0.22 0.12 0.26
H -0.44082 -3.07210 1.16390 0.08 -0.02 -0.03 0.31
```
Forces are in eV/Å.

***

Computed, not measured: one molecule with the formula C6H6 in a non-equilibrium geometry, with ωB97M-V/def2-TZVPD.

The frontier orbital gap is 10.50 eV. The value obtained for the HOMO energy is -9.31 eV.

Structure (XYZ):
```
12
Properties=species:S:1:pos:R:3:forces:R:3:mulliken_charge:R:1
C -0.82600 -1.10612 -0.01228 1.21 1.22 0.08 -0.35
C -1.40496 0.15154 0.04945 2.08 -0.12 -0.92 -0.38
C -0.54909 1.28074 -0.00783 -2.36 0.37 0.42 -0.29
C 0.81979 1.13327 -0.02308 0.53 -1.58 0.46 -0.32
C 1.44219 -0.14437 0.02333 -2.63 0.04 -0.71 -0.44
C 0.56327 -1.25278 -0.01194 0.94 0.37 0.80 -0.30
H -1.41750 -1.96524 -0.11446 -0.82 -1.09 0.16 0.39
H -2.45773 0.18016 -0.02703 -0.98 0.58 0.16 0.38
H -1.10374 2.26791 -0.00236 1.26 -1.01 -0.03 0.26
H 1.46573 1.95851 0.05099 0.54 1.22 -0.23 0.38
H 2.51017 -0.24905 -0.06145 0.14 -0.05 0.31 0.38
H 0.95788 -2.25458 0.13666 0.10 0.05 -0.50 0.31
```
Forces are in eV/Å.

***

Computed, not measured: one molecule with the formula C6H6 in a non-equilibrium geometry, with ωB97M-V/def2-TZVPD.

The frontier orbital gap is 9.69 eV. The value obtained for the HOMO energy is -8.82 eV.

Structure (XYZ):
```
12
Properties=species:S:1:pos:R:3:forces:R:3:mulliken_charge:R:1
C 0.97930 -0.77349 0.50612 -0.08 1.09 -0.38 -0.40
C -0.31835 -1.23078 0.49088 0.31 -0.78 0.69 -0.38
C -1.31809 -0.51558 -0.17070 0.59 0.07 -0.48 -0.30
C -0.98636 0.72698 -0.68524 0.52 0.00 -0.41 -0.29
C 0.18979 1.38476 -0.24869 0.15 -0.75 0.48 -0.41
C 1.21716 0.57953 0.18941 0.26 -1.04 0.44 -0.26
H 1.82487 -1.38025 0.79350 -0.16 -0.20 0.23 0.36
H -0.46220 -2.18483 0.98406 -0.52 -0.12 -0.32 0.34
H -2.28525 -0.95204 -0.38855 0.14 -0.12 -0.09 0.36
H -1.33722 1.02734 -1.67317 -1.32 0.77 0.81 0.28
H 0.24036 2.44861 -0.07261 0.25 0.35 -1.25 0.36
H 2.25599 0.86974 0.27502 -0.16 0.73 0.29 0.34
```
Forces are in eV/Å.

***

Computed, not measured: C6H6 as an isolated structure in a non-equilibrium geometry, with ωB97M-V/def2-TZVPD.

The frontier orbital gap (spin up / spin down) is 8.80 / 7.13 eV. The value obtained for the HOMO energy (spin up / spin down) is -8.87 / -8.34 eV.

Structure (XYZ):
```
12
Properties=species:S:1:pos:R:3:forces:R:3:mulliken_charge:R:1
C -2.56974 -0.60910 -0.83683 -2.80 -0.05 0.49 -0.46
C -1.37318 -0.71743 -1.53409 1.66 0.14 -1.68 -0.30
C -1.64718 -0.13413 0.15495 1.46 0.92 0.17 -0.17
C -0.74271 -1.09213 -0.36430 0.02 -0.24 2.45 0.86
C -0.48324 2.16404 0.92543 -2.60 0.39 0.03 -0.88
C 0.15162 -2.17524 0.18068 -3.76 -1.10 -1.76 -0.91
H -1.13489 2.27615 1.78872 0.08 0.21 -0.39 0.31
H -0.54246 2.82567 0.07798 -0.12 -0.02 -0.03 0.32
H 0.32482 1.55970 1.06113 2.20 -1.39 0.20 0.35
H 1.07027 -1.73398 0.30270 2.64 0.45 -0.16 0.30
H -0.03527 -2.92264 -0.64511 1.43 0.21 1.09 0.29
H -0.15721 -2.61508 1.14280 -0.22 0.49 -0.43 0.29
```
Forces are in eV/Å.

***

Computed, not measured: one molecule with the formula C6H6, with ωB97M-V/def2-TZVPD.

The frontier orbital gap is 10.93 eV. The value obtained for the HOMO energy is -9.90 eV.

Structure (XYZ):
```
12
Properties=species:S:1:pos:R:3:forces:R:3:mulliken_charge:R:1
C 2.22036 -0.90803 0.15150 -0.48 0.08 0.10 0.16
C 1.06044 -0.65362 0.34495 0.59 -0.13 -0.11 -0.81
C -0.33081 -0.17326 0.42305 0.05 0.00 0.03 0.59
C -1.19817 -0.88023 -0.63960 -0.06 0.00 -0.08 -1.26
C -0.24104 1.29723 0.31877 0.07 0.55 0.05 -0.80
C -0.01310 2.47909 0.34190 -0.15 -0.48 -0.05 0.08
H 3.25565 -1.08461 -0.03279 -0.14 -0.10 0.09 0.42
H -0.75354 -0.39437 1.41207 0.14 0.00 -0.12 0.20
H -0.64437 -0.98698 -1.57554 -0.10 0.11 0.11 0.34
H -1.45489 -1.88273 -0.28287 0.08 0.16 -0.08 0.33
H -2.12331 -0.33257 -0.83594 0.13 -0.03 0.12 0.35
H 0.22277 3.52007 0.37450 -0.14 -0.17 -0.07 0.41
```
Forces are in eV/Å.

***

Computed, not measured: one molecule with the formula C6H6, with ωB97M-V/def2-TZVPD.

The frontier orbital gap is 9.38 eV. The value obtained for the HOMO energy is -8.66 eV.

Structure (XYZ):
```
12
Properties=species:S:1:pos:R:3:forces:R:3:mulliken_charge:R:1
C 1.86464 -0.59494 0.11255 0.10 -0.09 -0.11 -0.97
C 0.94092 -0.72022 -1.02895 -0.13 -0.03 -0.27 0.67
C 0.26270 -0.89469 -2.10497 0.39 0.08 0.46 -1.14
C -0.57560 -0.23548 -1.01420 -0.46 0.34 0.62 0.46
C -1.19815 0.30236 -0.10976 0.26 -0.16 -0.36 0.46
C -1.76017 0.98887 1.04723 -0.06 0.04 0.03 -1.25
H 1.75585 -1.44923 0.78867 0.01 0.14 -0.08 0.28
H 1.64560 0.32351 0.66813 0.12 -0.19 -0.19 0.31
H 2.89365 -0.55838 -0.25214 -0.08 -0.04 0.05 0.29
H -1.40236 2.02368 1.11851 -0.14 -0.19 -0.05 0.28
H -1.47405 0.46202 1.96663 -0.11 0.07 -0.15 0.29
H -2.85301 0.99560 0.99667 0.11 0.03 0.04 0.33
```
Forces are in eV/Å.

***

Computed, not measured: one molecule with the formula C6H6 in a non-equilibrium geometry, with ωB97M-V/def2-TZVPD.

The frontier orbital gap (spin up / spin down) is 8.05 / 8.18 eV. The value obtained for the HOMO energy (spin up / spin down) is -7.86 / -8.16 eV.

Structure (XYZ):
```
12
Properties=species:S:1:pos:R:3:forces:R:3:mulliken_charge:R:1
C -0.63090 -0.11616 -1.96334 0.12 -0.57 -1.05 -0.84
C -1.09136 0.49130 -0.71223 3.27 -1.56 6.25 -0.28
C -0.17393 -0.01779 0.69944 -4.09 2.65 -6.19 0.46
C -0.10505 0.46074 2.06671 -0.38 0.43 0.21 -0.69
C 0.93526 -0.39283 2.39195 0.14 -0.05 0.05 -0.18
C 1.19048 -0.23797 0.96328 -0.19 -1.18 2.65 -0.30
H 0.14316 -0.99117 -1.86677 -1.64 1.75 -0.02 0.26
H -0.16955 0.71153 -2.56551 -0.27 -0.81 0.09 0.25
H -1.57057 -0.44117 -2.47887 1.07 -0.12 -0.19 0.28
H -2.04402 1.06106 -0.53379 1.19 -0.92 -0.21 0.39
H 1.36818 -0.61120 3.36381 0.36 -0.21 -0.58 0.37
H 2.14830 0.08366 0.63532 0.41 0.59 -1.01 0.29
```
Forces are in eV/Å.

***

Computed calculated total energy (a.u.) in order:
-232.22614, -232.06764, -232.21327, -232.17788, -231.83170, -232.08059, -232.02002, -231.92125
Computed energy relative to the best compared isomer or geometry (same formula, charge and spin) (kJ/mol) in order:
0.48, 416.62, 34.27, 127.19, 1036.09, 382.63, 541.66, 800.97